*P*
The following is a quantum chemistry calculation of a molecular structure, C43H44CaClI2N7OP, from the OMol25 dataset.

Values from the calculation:
Charge: +1
HOMO: -0.344 hartree

Structure (XYZ):
```
100
C43H44CaClI2N7OP ωB97M-V/def2-TZVPD
Ca 0.1600 -0.5573 0.2351
I 0.7224 2.5705 -0.7211
C -0.3714 4.2505 -0.0318
C 0.5066 5.2682 0.2375
C 0.0562 6.5510 0.5979
C -1.2784 6.7859 0.6422
C -2.2110 5.7570 0.3698
C -3.5827 6.0948 0.3990
C -4.5379 5.1682 0.1248
C -4.1421 3.8486 -0.1323
C -2.8268 3.4458 -0.1406
P -2.5827 1.6206 -0.3497
C -3.2427 1.4173 -2.0562
C -2.3155 1.4831 -3.0996
C -2.7236 1.4022 -4.4230
C -4.0677 1.2433 -4.7242
C -4.9997 1.1784 -3.6993
C -4.5928 1.2726 -2.3761
C -3.9086 0.9726 0.7373
C -4.1131 1.5615 1.9882
C -5.0023 1.0103 2.8982
C -5.7174 -0.1334 2.5685
C -5.5161 -0.7303 1.3330
C -4.6016 -0.1974 0.4346
C -1.7909 4.4215 0.0578
H 1.5696 5.0942 0.1519
H 0.7755 7.3314 0.8046
H -1.6593 7.7708 0.8823
H -3.8517 7.1175 0.6325
H -5.5877 5.4291 0.1223
H -4.9172 3.1145 -0.3043
H -1.2637 1.6088 -2.8747
H -1.9901 1.4627 -5.2164
H -4.3901 1.1756 -5.7551
H -6.0508 1.0633 -3.9315
H -5.3379 1.2293 -1.5938
H -3.5830 2.4702 2.2476
H -5.1533 1.4891 3.8572
H -6.4351 -0.5470 3.2649
H -6.0880 -1.6063 1.0550
H -4.4379 -0.6893 -0.5162
C 2.8467 -0.0793 2.0650
N 2.2779 -0.1468 3.3890
C 3.0457 -0.7002 4.4905
C 2.0275 -0.6176 5.6159
N 0.7708 -0.7648 4.8875
C -0.4556 -0.9348 5.6355
C 0.9363 -0.3690 3.5891
N 0.0916 -0.2122 2.6191
C -1.3651 -0.2168 2.7705
C -2.0056 -1.5270 2.3087
N -1.9281 -1.6264 0.8480
C -2.5625 -2.5336 0.1780
N -2.6342 -2.4821 -1.1949
C -1.7456 -1.7072 -2.0307
C -3.1529 -3.7346 -1.7204
C -3.9706 -4.2281 -0.5431
N -3.2437 -3.6550 0.5853
C -3.7220 -3.9844 1.9154
H 3.8897 0.2211 2.1435
H 2.3368 0.6780 1.4700
H 2.8138 -1.0483 1.5492
H 3.9420 -0.1126 4.6784
H 3.3340 -1.7401 4.2908
H 2.0725 0.3503 6.1267
H 2.1369 -1.4124 6.3515
H -0.2117 -1.4822 6.5444
H -1.1768 -1.5293 5.0801
H -0.9138 0.0163 5.9219
H -1.7590 0.5837 2.1402
H -1.7056 0.0173 3.7781
H -3.0373 -1.5304 2.6695
H -1.4686 -2.3497 2.7978
H -1.6384 -0.6885 -1.6524
H -2.2283 -1.5916 -3.0002
H -0.7639 -2.1757 -2.1695
H -2.3384 -4.4285 -1.9627
H -3.7468 -3.5633 -2.6166
H -4.0038 -5.3134 -0.4659
H -4.9969 -3.8441 -0.5795
H -4.0218 -5.0312 1.8997
H -4.5859 -3.3843 2.2125
H -2.9377 -3.8799 2.6551
Cl 6.0391 -4.5765 -0.8320
C 4.8103 -3.3517 -0.9282
C 5.1250 -2.1111 -1.4047
C 4.1489 -1.1064 -1.4974
I 4.6641 0.7946 -2.1780
C 2.8246 -1.3108 -1.1348
O 1.8966 -0.4122 -1.2146
C 2.5187 -2.6228 -0.5973
N 1.2474 -2.7934 -0.1324
C 0.9017 -3.9562 0.3730
C 1.7869 -5.0437 0.4551
C 3.0750 -4.8808 0.0295
C 3.4945 -3.6395 -0.5000
H 6.1400 -1.9014 -1.7137
H -0.1179 -4.0462 0.7376
H 1.4475 -5.9851 0.8640
H 3.7876 -5.6921 0.0950
```

Atomic partial charges in e from the Löwdin method, atoms 1 to 2: 1.16 1.08

---

*Q*
The following is a quantum chemistry calculation of a molecular structure, C43H44CaClI2N7OP, from the OMol25 dataset.

Values from the calculation:
Charge: +1
HOMO: -0.348 hartree

Structure (XYZ):
```
100
C43H44CaClI2N7OP ωB97M-V/def2-TZVPD
Ca -0.0874 0.3907 0.3857
I 1.9741 -1.2653 -2.4142
C 3.0464 -0.2353 -3.9040
C 3.4802 -1.0754 -4.8974
C 4.3759 -0.6450 -5.8887
C 4.8556 0.6260 -5.8296
C 4.4115 1.5237 -4.8308
C 4.9571 2.8303 -4.8344
C 4.5555 3.7568 -3.9259
C 3.5457 3.4115 -3.0126
C 2.9754 2.1602 -2.9601
P 1.4963 2.0250 -1.8722
C 0.1702 2.3509 -3.0863
C 0.1540 3.4685 -3.9225
C -0.8902 3.6655 -4.8100
C -1.9202 2.7345 -4.8928
C -1.8973 1.6023 -4.0948
C -0.8538 1.4146 -3.1985
C 1.6011 3.5113 -0.8162
C 2.5816 3.4807 0.1812
C 2.6808 4.5024 1.1087
C 1.7802 5.5605 1.0765
C 0.7928 5.5919 0.1051
C 0.7084 4.5788 -0.8436
C 3.4438 1.1350 -3.8547
H 3.1511 -2.1048 -4.9036
H 4.6974 -1.3345 -6.6563
H 5.5817 0.9813 -6.5487
H 5.7046 3.0673 -5.5801
H 4.9717 4.7546 -3.9172
H 3.1982 4.1812 -2.3354
H 0.9658 4.1846 -3.8784
H -0.8991 4.5394 -5.4480
H -2.7312 2.8879 -5.5918
H -2.6854 0.8652 -4.1701
H -0.8301 0.5126 -2.5947
H 3.2716 2.6458 0.2294
H 3.4518 4.4670 1.8665
H 1.8511 6.3551 1.8067
H 0.0884 6.4124 0.0705
H -0.0570 4.6366 -1.6050
C -0.0169 2.8535 2.7231
N 1.1141 2.3978 3.4941
C 1.1004 2.5351 4.9402
C 2.3892 1.8205 5.3079
N 2.4971 0.8315 4.2398
C 3.5835 -0.1227 4.2922
C 1.7933 1.2522 3.1456
N 1.6719 0.7595 1.9574
C 2.4362 -0.3910 1.4873
C 1.7083 -1.7166 1.7290
N 0.6404 -1.9052 0.7481
C -0.2381 -2.8446 0.9235
N -1.2932 -3.0119 0.0515
C -1.6977 -1.9994 -0.8898
C -2.3338 -3.7913 0.7053
C -1.5042 -4.6441 1.6442
N -0.3556 -3.7828 1.9103
C 0.7057 -4.3768 2.7001
H -0.3329 3.8234 3.1057
H -0.8642 2.1611 2.7891
H 0.2782 2.9978 1.6820
H 0.2277 2.0335 5.3776
H 1.0937 3.5825 5.2374
H 2.3458 1.3296 6.2790
H 3.2433 2.5082 5.2941
H 3.8451 -0.2647 5.3395
H 4.4783 0.2227 3.7667
H 3.2838 -1.0914 3.8968
H 3.4449 -0.4399 1.9008
H 2.5844 -0.2696 0.4081
H 1.2904 -1.6646 2.7429
H 2.4392 -2.5325 1.7037
H -0.8407 -1.6852 -1.4863
H -2.1805 -1.1441 -0.3980
H -2.4165 -2.4385 -1.5811
H -2.8974 -4.3785 -0.0181
H -3.0173 -3.1377 1.2606
H -1.1807 -5.5718 1.1567
H -2.0189 -4.8904 2.5721
H 0.2365 -4.9937 3.4650
H 1.3075 -3.6325 3.2074
H 1.3550 -5.0193 2.0961
Cl -6.3939 2.9999 3.0211
C -5.0001 2.0439 2.6210
C -4.6895 0.9525 3.3762
C -3.5670 0.1611 3.0703
I -3.1239 -1.5084 4.2243
C -2.7333 0.4495 2.0047
O -1.6953 -0.2425 1.6750
C -3.0647 1.6158 1.2183
N -2.2171 1.8985 0.1857
C -2.4954 2.9378 -0.5720
C -3.6033 3.7749 -0.3675
C -4.4470 3.5163 0.6752
C -4.1945 2.4093 1.5111
H -5.3149 0.6899 4.2179
H -1.8230 3.1327 -1.3963
H -3.7699 4.6084 -1.0346
H -5.3072 4.1414 0.8690
```

Atomic partial charges in e from the Löwdin method, atoms 1 to 2: 1.23 1.05

---

So which one is most stable? That would be *Q*, about 0.087 eV below the next structure.

---

*P*
The following is a quantum chemistry calculation of 6 unconnected molecules or ions with the total composition C11H35O6, from the OMol25 dataset.

Values from the calculation:
Charge: +1
HOMO: -0.478 hartree

Structure (XYZ):
```
52
C11H35O6 ωB97M-V/def2-TZVPD
O 0.0330 -0.1404 0.2609
H -0.6390 -0.9824 0.2209
H 0.7160 -0.4034 -0.4831
H 0.7270 -0.1474 1.0379
C -0.9060 -3.5874 1.1539
O -1.4240 -2.3134 1.3829
H 0.0920 -3.7764 1.1519
H -1.4010 -3.9654 0.2429
H -0.9810 -4.2704 2.0709
H -2.3280 -2.5214 1.5309
C -0.0560 2.5766 3.1939
O -0.7950 1.8046 2.3129
H 0.2150 2.0306 3.8989
H -0.6080 3.4106 3.4979
H 0.9460 2.8326 2.5999
H -1.6390 2.0986 2.2879
C -2.4090 2.2846 -0.7261
C -3.4150 1.0246 -0.6331
C -3.9380 0.7586 -2.0141
O -2.7420 -0.0444 -0.1251
H -2.8450 3.2306 -1.1151
H -1.7550 1.8886 -1.4781
H -1.9290 2.3086 0.1849
H -4.2000 1.1176 -0.0071
H -4.7150 -0.0024 -2.0781
H -3.2240 0.2836 -2.7501
H -4.3830 1.5626 -2.4231
H -3.4540 -0.8034 0.1009
C -0.5700 -1.0764 -3.4251
C 0.9500 -0.8104 -3.1711
C 1.2910 0.7676 -3.1521
O 1.3010 -1.3434 -1.9101
H -1.2210 -0.5614 -2.7711
H -0.6110 -2.1134 -3.2021
H -0.7430 -0.9054 -4.4801
H 1.5280 -1.3964 -4.0601
H 1.0590 1.0266 -4.1991
H 2.3570 0.8786 -3.0651
H 0.8740 1.4066 -2.2491
H 1.8250 -2.0534 -1.9101
C 4.0800 -0.7624 2.5779
C 2.8620 0.3056 2.3629
C 3.1430 0.8486 0.8699
O 1.7250 -0.4314 2.3909
H 4.9960 -0.2294 2.9119
H 4.2510 -1.5714 1.8059
H 3.9890 -1.5334 3.4979
H 2.9960 0.9476 3.1359
H 2.3530 1.4416 0.6309
H 3.0730 0.0596 0.2899
H 4.1470 1.3336 0.5809
H 1.4010 -0.4834 3.2409
```

Atomic partial charges in e from the Löwdin method, atoms 1 to 2: 0.11 0.18

---

*Q*
The following is a quantum chemistry calculation of 6 unconnected molecules or ions with the total composition C11H35O6, from the OMol25 dataset.

Values from the calculation:
Charge: +1
HOMO: -0.467 hartree

Structure (XYZ):
```
52
C11H35O6 ωB97M-V/def2-TZVPD
O -21.5323 20.6512 49.1137
H -21.1136 21.1936 48.4512
H -21.6839 19.8120 48.6300
H -21.1587 20.4089 50.0503
C -19.7900 22.0348 52.2264
O -19.7795 22.1825 50.7598
H -20.7762 22.2559 52.6370
H -19.0212 22.5684 52.7258
H -19.8171 20.8786 52.3650
H -19.6887 23.0912 50.6005
C -21.2303 22.8496 46.2499
O -20.3846 22.4120 47.3670
H -20.8694 22.7125 45.1586
H -21.4465 23.8183 46.3555
H -22.2528 22.2102 46.2327
H -19.4981 22.6231 47.1787
C -17.0851 18.1664 48.0312
C -18.0527 18.9399 49.0020
C -17.2721 19.7221 50.0415
O -18.8334 19.9265 48.4312
H -16.1909 18.6046 47.4819
H -17.6792 17.7065 47.4471
H -16.4714 17.4015 48.5087
H -18.6527 18.1962 49.3726
H -16.4957 19.1792 50.5260
H -17.9587 20.2417 50.6609
H -16.7161 20.5531 49.5712
H -18.4238 20.6769 47.9713
C -22.9898 19.7097 52.2170
C -22.0618 18.5577 52.1073
C -22.7106 17.3295 51.4705
O -20.9935 18.8671 51.1268
H -22.5735 20.5960 52.7911
H -23.7500 19.6625 52.9869
H -23.5726 19.9703 51.2131
H -21.7148 18.3384 53.1163
H -23.5291 16.8655 52.0365
H -22.0691 16.4390 51.4788
H -23.2021 17.5069 50.6148
H -20.3627 18.1284 51.3876
C -22.0500 19.3561 45.6933
C -22.2239 18.1177 46.5244
C -20.8426 17.2994 46.6671
O -22.5774 18.4526 47.8079
H -22.8834 20.1085 45.8791
H -21.8930 19.0895 44.7238
H -21.0953 19.9760 45.9254
H -23.0387 17.5676 46.2027
H -20.5355 16.8212 45.8561
H -20.7157 16.5182 47.4701
H -19.9855 17.9426 46.6562
H -23.6151 18.2432 47.8704
```

Atomic partial charges in e from the Löwdin method, atoms 1 to 2: 0.21 0.06

---

So which one is most stable? That would be *Q*, about 1.211 eV below the next structure.

---

*P*
The following is a quantum chemistry calculation of 2 unconnected molecules or ions with the total composition CH2O2, from the OMol25 dataset.

Values from the calculation:
HOMO: -0.377 hartree

Structure (XYZ):
```
5
CH2O2 ωB97M-V/def2-TZVPD
C -0.0804 0.1495 0.7650
O 0.2693 -0.2899 1.9487
O 0.2928 1.0815 1.6716
H 0.8153 -0.4187 -0.7910
H -1.1316 0.2732 0.2929
```

Atomic partial charges in e from the Löwdin method, atoms 1 to 2: -0.33 0.02

---

*Q*
The following is a quantum chemistry calculation of CH2O2 in the gas phase, from the OMol25 dataset.

Values from the calculation:
Structure (SMILES): O=CO
HOMO: -0.398 hartree

Structure (XYZ):
```
5
CH2O2 ωB97M-V/def2-TZVPD
O 1.3283 -0.1102 0.7945
C 0.4283 -0.0853 0.0627
O -0.8031 0.5355 0.2247
H 0.7204 -0.3414 -0.9106
H -1.6740 0.0014 -0.1714
```

Atomic partial charges in e from the Löwdin method, atoms 1 to 2: 0.12 -0.42

---

So which one is most stable? That would be *Q*, about 6.444 eV below the next structure.